Here is an isolated ion of composition C3H3O2S and charge -1 at a distorted geometry from the OMol25 dataset. Energies are from wB97M-V/def2-TZVPD.

Output
E_LUMO in eV: 3.946
Total charge: -1
Relative energy (zero: lowest compared OMol25 entry of this formula, charge and spin) in kJ/mol: 292.5
Multiplicity: 1
HOMO in eV: -4.07

The geometry in XYZ format:
```
9
Properties=species:S:1:pos:R:3:nbo_charge:R:1
S 2.79 0.03 0.22 1.552
O 3.21 -1.40 0.31 -0.994
O 2.77 0.63 -1.15 -0.995
C 0.62 -0.01 0.40 -0.282
C -0.56 0.19 0.26 -0.244
C -1.96 0.17 0.00 -0.668
H -2.16 0.75 -0.88 0.215
H -2.21 -0.98 0.03 0.214
H -2.50 0.61 0.80 0.203
```



Here is FHO2PTl as an isolated structure at a distorted geometry from the OMol25 dataset. Energies are from wB97M-V/def2-TZVPD.

Output
E_LUMO in eV: -0.341
Multiplicity: 1
HOMO in eV: -9.12

The geometry in XYZ format:
```
6
Properties=species:S:1:pos:R:3:lowdin_charge:R:1
Tl 2.81 0.15 -0.18 0.790
P -0.44 0.32 -0.59 0.633
F -1.01 1.78 0.07 -0.329
O 0.92 0.25 0.19 -0.848
O -1.35 -0.80 0.22 -0.310
H -0.93 -1.70 0.29 0.063
```



Here is the molecule C7H11N at a distorted geometry from the OMol25 dataset. Energies are from wB97M-V/def2-TZVPD.

Output
E_LUMO (alpha / beta) in eV: -1.167 / 0.054
Relative energy (zero: lowest compared OMol25 entry of this formula, charge and spin) in kJ/mol: 461.2
Multiplicity: 1
HOMO (alpha / beta) in eV: -7.93 / -8.11

The geometry in XYZ format:
```
19
Properties=species:S:1:pos:R:3:nbo_charge:R:1
N -1.74 0.71 0.40 -0.440
C -0.66 0.74 -0.40 0.168
C 1.49 1.18 0.53 -0.234
C -1.90 -0.29 1.26 0.006
C -1.28 -1.53 1.22 -0.455
C -0.59 1.45 -1.55 -0.362
C 1.40 -0.86 -0.89 -0.598
C 0.71 0.10 0.08 -0.381
H 0.33 1.50 -2.12 0.196
H 1.04 1.97 1.13 0.193
H 0.72 -1.66 -1.20 0.212
H 2.55 1.24 0.34 0.183
H 0.30 -0.56 0.95 0.277
H 2.26 -1.32 -0.41 0.213
H -2.55 -0.06 2.11 0.192
H -1.48 1.90 -1.98 0.209
H 1.74 -0.35 -1.79 0.210
H -1.39 -2.21 2.05 0.210
H -0.94 -1.96 0.29 0.202
```



Here is a 2-piece molecular cluster, C2H4OS overall at a distorted geometry from the OMol25 dataset. Energies are from wB97M-V/def2-TZVPD.

Output
E_LUMO (alpha / beta) in eV: -0.567 / -1.456
Relative energy (zero: lowest compared OMol25 entry of this formula, charge and spin) in kJ/mol: 496.4
Multiplicity: 1
HOMO (alpha / beta) in eV: -9.25 / -8.76

The geometry in XYZ format:
```
8
Properties=species:S:1:pos:R:3:nbo_charge:R:1
S 0.69 -1.89 -1.23 0.339
O -0.02 -2.03 0.25 -0.795
C -0.40 0.92 0.44 -0.610
C -0.06 0.97 -0.85 -0.025
H 0.15 -1.29 0.75 0.479
H 0.23 1.53 1.16 0.230
H 0.62 1.57 -1.32 0.157
H -1.21 0.22 0.80 0.224
```



Here is the molecule C11H16N2O2 at a distorted geometry from the OMol25 dataset. Energies are from wB97M-V/def2-TZVPD.

Output
E_LUMO in eV: 0.506
Relative energy (zero: lowest compared OMol25 entry of this formula, charge and spin) in kJ/mol: 232.9
Multiplicity: 1
HOMO in eV: -8.06

The geometry in XYZ format:
```
31
Properties=species:S:1:pos:R:3:nbo_charge:R:1
O 5.18 -1.22 -0.45 -0.389
O 0.32 2.64 0.40 -0.569
N 0.93 0.66 -0.54 -0.453
N 2.21 0.73 -0.16 -0.182
C -1.37 1.33 -0.73 -0.492
C 6.42 0.24 0.70 -0.314
C 5.11 0.74 0.63 -0.251
C 4.38 -0.19 -0.09 0.198
C 3.01 -0.22 -0.48 0.002
C -4.15 -1.00 0.68 -0.388
C -3.47 0.00 -0.25 -0.389
C 0.03 1.65 -0.23 0.674
C -5.57 -1.31 0.22 -0.600
C -2.05 0.32 0.20 -0.381
C 6.41 -0.95 0.03 0.099
H -2.07 0.73 1.21 0.212
H -5.57 -1.74 -0.78 0.200
H -1.46 -0.60 0.24 0.191
H 7.18 -1.67 -0.17 0.203
H 2.68 -1.09 -1.05 0.163
H -4.05 0.92 -0.28 0.197
H -3.57 -1.93 0.70 0.193
H 0.62 -0.15 -1.08 0.362
H -3.44 -0.41 -1.27 0.191
H 7.26 0.69 1.18 0.231
H -6.04 -2.03 0.89 0.209
H -1.33 0.94 -1.74 0.206
H -1.94 2.26 -0.73 0.235
H -4.18 -0.60 1.69 0.196
H -6.18 -0.41 0.21 0.202
H 4.72 1.65 1.04 0.242
```



Here is a 2-piece molecular cluster, C5H7N2 overall at a distorted geometry from the OMol25 dataset. Energies are from wB97M-V/def2-TZVPD.

Output
E_LUMO in eV: -4.398
Total charge: +1
Relative energy (zero: lowest compared OMol25 entry of this formula, charge and spin) in kJ/mol: 353.3
Multiplicity: 1
HOMO in eV: -14.20

The geometry in XYZ format:
```
14
Properties=species:S:1:pos:R:3:nbo_charge:R:1
N 0.03 -0.11 0.27 -0.162
N -0.37 0.55 -0.82 -0.280
C -0.43 1.86 -0.57 0.068
C 0.22 -2.29 -0.79 -0.395
C 0.22 0.78 1.25 0.082
C -0.07 2.04 0.75 -0.293
C 0.22 -1.48 0.26 -0.019
H 0.07 -1.97 -1.81 0.205
H 0.38 -3.34 -0.66 0.257
H 0.49 -2.16 1.58 0.274
H 0.54 0.49 2.24 0.267
H -0.56 0.07 -1.69 0.454
H -0.01 2.97 1.29 0.276
H -0.73 2.57 -1.31 0.267
```



Here is a 2-piece molecular cluster, C7H4F3O3 overall at a distorted geometry from the OMol25 dataset. Energies are from wB97M-V/def2-TZVPD.

Output
E_LUMO (alpha / beta) in eV: 3.680 / 1.772
Total charge: -1
Multiplicity: 3
HOMO (alpha / beta) in eV: -1.19 / -4.92

The geometry in XYZ format:
```
17
Properties=species:S:1:pos:R:3:nbo_charge:R:1
F -2.82 -0.26 -1.84 -0.357
F -3.59 0.18 1.64 -0.330
F -4.22 -1.44 0.34 -0.326
O -0.45 -1.28 1.11 -0.505
O -2.73 2.69 -1.17 -0.713
O -1.80 2.03 0.75 -0.730
C -2.80 0.31 -0.59 0.100
C -2.35 1.91 -0.33 0.776
C 0.36 -0.05 -0.63 -0.261
C -3.55 -0.29 0.34 0.609
C -0.58 -1.05 -0.21 0.092
C 0.35 -0.36 1.57 0.170
C 0.90 0.39 0.61 -0.283
H 0.42 -0.34 2.59 0.174
H 1.78 0.90 0.76 0.204
H -1.29 -1.56 -0.77 0.184
H 0.42 0.34 -1.53 0.197
```



Here is C12H30N2O12P2Sn as an isolated structure at a distorted geometry from the OMol25 dataset. Energies are from wB97M-V/def2-TZVPD.

Output
E_LUMO in eV: 5.756
Total charge: -4
Multiplicity: 1
HOMO in eV: 4.74

The geometry in XYZ format:
```
59
Properties=species:S:1:pos:R:3:nbo_charge:R:1
Sn -1.24 3.25 1.01 -0.003
P 3.37 6.94 -1.04 2.415
P -3.70 7.42 5.34 2.396
O 3.58 8.45 -1.34 -0.998
O -3.19 8.79 5.97 -1.065
O 3.08 6.75 0.49 -1.015
O -5.06 7.01 6.03 -1.033
O 2.58 0.15 1.71 -0.530
O -3.66 7.56 3.77 -1.074
O -2.74 6.22 5.88 -0.938
O -1.36 -5.35 1.00 -0.579
O 1.99 6.67 -1.78 -0.901
O 2.40 -0.63 -4.52 -0.552
O 4.50 6.10 -1.67 -1.210
O -3.95 -0.47 -1.35 -0.531
N -2.72 -2.61 0.18 -0.595
N 3.28 0.44 -1.05 -0.609
C 1.25 -1.46 -4.42 -0.301
C -1.14 -3.97 1.39 -0.119
C -4.42 -1.79 -1.33 -0.079
C -2.49 -3.21 1.51 -0.247
C 4.13 -0.24 -0.11 -0.238
C 3.31 -0.30 -2.32 -0.236
C -4.30 0.30 -2.46 -0.249
C 2.47 0.35 -3.55 -0.063
C -0.25 -6.23 1.40 -0.558
C 2.44 0.02 3.11 -0.259
C 3.96 0.25 1.34 -0.061
C -4.17 -2.44 -0.02 -0.257
H 3.00 -1.32 -2.10 0.174
H 2.97 1.24 -3.94 0.189
H 3.63 1.37 -1.25 0.369
H -0.48 -3.40 0.74 0.189
H 2.30 -1.05 3.29 0.152
H -5.49 -1.82 -1.52 0.145
H 1.03 -1.98 -5.35 0.171
H 4.31 1.27 1.45 0.181
H -0.51 -7.26 1.17 0.171
H -3.95 -2.39 -2.11 0.146
H 0.05 -6.10 2.44 0.161
H -4.63 -1.75 0.68 0.198
H 3.91 -1.31 -0.06 0.177
H -3.70 1.20 -2.60 0.213
H -4.80 -3.32 0.11 0.159
H 0.37 -0.93 -4.05 0.177
H -2.47 -2.29 2.10 0.209
H 4.58 -0.38 1.99 0.146
H 1.48 0.69 -3.24 0.177
H 4.33 -0.40 -2.69 0.143
H -3.29 -3.89 1.79 0.168
H -4.16 -0.20 -3.42 0.148
H 1.56 -2.17 -3.65 0.165
H 5.15 -0.06 -0.45 0.158
H -2.35 -3.31 -0.45 0.344
H 3.21 0.52 3.68 0.169
H 1.46 0.40 3.41 0.207
H -5.33 0.62 -2.32 0.155
H -0.73 -3.89 2.39 0.166
H 0.64 -6.04 0.79 0.162
```



> What is the formula in the fifth record?

C11H16N2O2



> What is the multiplicity in the first record?

1



What did the first record say?
Here is an isolated ion of composition C3H3O2S and charge -1 at a distorted geometry from the OMol25 dataset. Energies are from wB97M-V/def2-TZVPD.

Output
E_LUMO in eV: 3.946
Total charge: -1
Relative energy (zero: lowest compared OMol25 entry of this formula, charge and spin) in kJ/mol: 292.5
Multiplicity: 1
HOMO in eV: -4.07

The geometry in XYZ format:
```
9
Properties=species:S:1:pos:R:3:nbo_charge:R:1
S 2.79 0.03 0.22 1.552
O 3.21 -1.40 0.31 -0.994
O 2.77 0.63 -1.15 -0.995
C 0.62 -0.01 0.40 -0.282
C -0.56 0.19 0.26 -0.244
C -1.96 0.17 0.00 -0.668
H -2.16 0.75 -0.88 0.215
H -2.21 -0.98 0.03 0.214
H -2.50 0.61 0.80 0.203
```